2 unconnected molecules or ions with the total composition C2H2Br2Si at a distorted geometry, computed with wB97M-V/def2-TZVPD.

Its energy relative to the best compared isomer or geometry (same formula, charge and spin) is 0.707 eV. The charge is 0. The molecular weight is 213.9 g mol⁻¹. The spin multiplicity is 1. The value obtained for the frontier orbital gap is 8.227 eV. The calculation puts the largest force on an atom at 5.15 eV/Å.

Each line ends with the Mulliken charge.
Geometry (Å):
C: -0.8549 0.9027 -1.3524  -0.193
C: -0.6883 0.7758 -0.1406  -0.548
Si: 0.3558 -1.6051 0.7022  0.338
Br: 0.6256 -0.6621 2.8123  -0.244
Br: 2.2407 -1.1193 -0.4459  -0.165
H: -0.9608 0.9257 -2.4544  0.366
H: -0.7181 0.7823 0.8788  0.446